Entry 1:
Entry from the OMol25 dataset: C5H9NO as an isolated structure at a distorted geometry (ωB97M-V with the def2-TZVPD basis set).

Output
**E_tot**: -325.7929 Eh
**Maximum force**: 1.807 eV/Å
**HOMO level**: -0.3480 Eh
**Energy relative to the best compared isomer or geometry (same formula, charge and spin)**: 379.7 kJ/mol
**Lowest unoccupied orbital energy**: 0.763 eV

Geometry as XYZ:
```
16
Properties=species:S:1:pos:R:3:lowdin_charge:R:1
C -1.7555 -0.5983 0.5844 -0.0468
C -0.5843 -0.4579 -0.3803 -0.2686
N -0.2017 0.9153 -0.9818 -0.0004
C 0.4192 1.2311 0.3871 -0.0802
C 0.8485 -0.2318 0.1101 -0.4465
O 1.7299 -1.0783 0.7546 0.0440
C 1.1284 0.3159 -1.2932 -0.1139
H -2.7108 -0.4377 0.0737 0.0796
H -1.7696 -1.6221 0.9861 0.0821
H -1.7077 0.0829 1.4405 0.0674
H -0.6691 -1.2073 -1.1740 0.1362
H -0.4822 1.5934 0.8486 0.0919
H 1.2804 1.9081 0.4945 0.1177
H 1.4776 -1.1684 1.6850 0.1073
H 1.1230 -0.3557 -2.1513 0.1150
H 1.8740 1.1106 -1.3841 0.1152
```

---

Entry 2:
Entry from the OMol25 dataset: C24H19BrLiN5O4S as an isolated structure (ωB97M-V with the def2-TZVPD basis set).

Output
**E_tot**: -4480.6379 Eh
**Maximum force**: 0.261 eV/Å
**HOMO level**: -0.0395 Eh
**Energy relative to the best compared isomer or geometry (same formula, charge and spin)**: 0.0 kJ/mol
**Lowest unoccupied orbital energy**: 4.439 eV
**Total charge**: -2

Geometry as XYZ:
```
55
Properties=species:S:1:pos:R:3:lowdin_charge:R:1
Li -1.3377 0.2503 0.2549 0.5569
O -3.0413 0.8379 -0.4041 -0.1382
C -3.3575 0.9014 -1.6273 -0.4090
C -4.3139 1.8650 -2.0973 -0.0468
C -4.7140 1.9423 -3.4109 -0.1550
C -4.2038 1.0665 -4.3810 -0.1681
C -3.2693 0.1297 -3.9710 -0.1053
C -2.8282 0.0212 -2.6520 -0.1508
C -1.8154 -0.9877 -2.3587 -0.1300
N -1.2359 -1.0826 -1.2296 -0.0474
N -0.2793 -2.0827 -1.1107 0.0366
C 0.2932 -1.9923 0.0655 -0.4996
O 0.0539 -1.1504 0.9905 -0.1353
C 1.3938 -2.9987 0.3052 -0.1307
C 1.7467 -3.9513 -0.6510 -0.0427
C 2.7734 -4.8516 -0.4066 -0.1113
C 3.4702 -4.8159 0.7980 -0.1327
C 3.1263 -3.8687 1.7527 -0.1089
C 2.0963 -2.9681 1.5041 -0.0315
H -4.7121 2.5458 -1.3529 0.0925
H -5.4382 2.6989 -3.7019 0.0767
H -4.5177 1.1305 -5.4160 0.0641
H -2.8450 -0.5565 -4.7015 0.0904
H -1.5366 -1.6796 -3.1624 0.1028
H 1.1997 -3.9523 -1.5846 0.0966
H 3.0369 -5.5848 -1.1612 0.0862
H 4.2724 -5.5203 0.9884 0.0816
H 3.6629 -3.8295 2.6942 0.0874
H 1.8204 -2.2216 2.2369 0.1004
Br 1.9783 -0.6063 -3.5255 0.6708
C 2.3977 0.4035 -1.9524 -0.7368
C 3.7130 0.3922 -1.5142 -0.1380
C 4.0053 1.1861 -0.4155 -0.0819
C 2.9977 1.9344 0.1656 -0.0255
C 1.7019 1.8232 -0.3300 -0.1625
N 1.4144 1.0533 -1.3862 0.1316
C 0.5726 2.5739 0.3794 -0.6576
O 0.8610 3.7285 0.7544 -0.0389
O -0.4679 1.9204 0.5763 -0.0623
H 4.4596 -0.2061 -2.0155 0.0831
H 5.0173 1.2218 -0.0278 0.0953
H 3.1727 2.5979 1.0004 0.1076
C -2.1911 3.0109 3.1844 -0.0450
N -1.1442 2.0523 3.4784 -0.1243
C 0.2123 2.3398 3.4023 -0.0928
C 0.8631 1.1749 3.2859 -0.1004
N -0.0860 0.1597 3.3219 0.0526
C -1.3344 0.7054 3.4002 -0.8453
S -2.7963 -0.1352 3.4573 0.5034
H -1.9011 3.9832 3.5815 0.0818
H -3.1148 2.6705 3.6469 0.0527
H -2.3223 3.0714 2.1028 0.0948
H 0.5709 3.3509 3.3383 0.1114
H 1.9104 0.9726 3.1515 0.1068
H 0.0099 -0.6738 2.7302 0.0905
```

---

Entry 3:
Entry from the OMol25 dataset: C18H11Co2N2O6 as an isolated structure at a distorted geometry (ωB97M-V with the def2-TZVPD basis set).

Output
**E_tot**: -4018.9461 Eh
**Maximum force**: 5.594 eV/Å
**HOMO level**: -0.1464 Eh
**Energy relative to the best compared isomer or geometry (same formula, charge and spin)**: 0.0 kJ/mol
**Lowest unoccupied orbital energy**: 2.233 eV
**Total charge**: -1

Geometry as XYZ:
```
39
Properties=species:S:1:pos:R:3:lowdin_charge:R:1
C -6.5729 -2.0399 -0.8408 -0.1034
C -5.8963 -0.8097 -0.8563 -0.0807
C -4.4955 -0.7716 -0.8547 -0.0145
C -3.7876 -1.9826 -0.8533 -0.1886
N -2.3762 -1.9632 -0.8808 -0.0288
C -1.5445 -0.8592 -0.7770 -0.0970
N -0.2741 -1.2284 -0.8095 0.0107
C -0.2395 -2.5961 -0.9905 -0.1175
C -1.5207 -3.0732 -1.0190 -0.0567
C -4.4528 -3.2152 -0.8179 -0.0228
C -5.8486 -3.2361 -0.8143 -0.0888
H -7.6661 -2.0667 -0.8502 0.0982
H -6.4584 0.1226 -0.8684 0.1018
H -3.9570 0.1798 -0.8516 0.1033
H -1.8971 0.1681 -0.7184 0.1270
H 0.6941 -3.1427 -1.1187 0.1085
H -1.8713 -4.0825 -1.1498 0.0953
H -3.8987 -4.1497 -0.7800 0.0974
H -6.3623 -4.1917 -0.7929 0.0995
O 4.6947 -0.2023 3.9312 0.0755
C 4.5638 0.7453 3.2725 -0.1872
Co 4.3154 2.0856 2.1740 0.0205
C 2.8262 2.6971 2.8822 -0.1876
O 1.8418 3.0772 3.3550 0.0806
C 5.6181 3.1149 2.7564 -0.2030
O 6.4865 3.7793 3.1493 0.0579
C 4.1466 1.0807 0.4567 -0.2690
C 2.9118 0.6775 -0.0498 -0.3895
C 2.0767 -0.3577 -0.2278 -0.0456
Co 3.2422 2.4159 -0.3002 0.0286
C 1.6293 2.9856 0.1348 -0.1384
O 0.5859 3.4253 0.3924 0.1041
C 3.1358 2.6347 -2.0849 -0.1059
O 3.0168 2.8155 -3.2216 0.0915
C 4.1597 3.9042 0.1949 -0.1665
O 4.6123 4.9667 0.2827 0.0835
H 5.1211 0.6726 0.1700 0.0626
H 1.2402 -0.2658 -0.9173 0.0009
H 2.2006 -1.3143 0.2937 0.0442
```

---

Entry 4:
Entry from the OMol25 dataset: C4H8O2 in the gas phase (ωB97M-V with the def2-TZVPD basis set).

Output
**E_tot**: -307.6639 Eh
**Maximum force**: 0.909 eV/Å
**Structure (SMILES)**: O=CCCCO
**HOMO level**: -0.3622 Eh
**Energy relative to the best compared isomer or geometry (same formula, charge and spin)**: 127.4 kJ/mol
**Lowest unoccupied orbital energy**: 0.808 eV

Geometry as XYZ:
```
14
Properties=species:S:1:pos:R:3:lowdin_charge:R:1
O -2.8375 0.0585 0.6717 0.0570
C -1.7821 -0.4711 0.4602 -0.2861
C -1.0030 -0.2709 -0.8225 -0.1618
C 0.5151 -0.3461 -0.6515 -0.1922
C 0.9839 0.4778 0.5321 -0.2849
O 2.3674 0.7186 0.3680 -0.0600
H -1.3377 -1.1704 1.2021 0.1273
H -1.2798 0.7324 -1.1711 0.1241
H -1.3880 -0.9978 -1.5318 0.1205
H 0.9694 0.0762 -1.5444 0.1150
H 0.8451 -1.3889 -0.6190 0.1190
H 0.4319 1.4194 0.5162 0.1240
H 0.7784 -0.0287 1.4736 0.1133
H 2.7368 1.1909 1.1163 0.0848
```

---

Entry 5:
Entry from the OMol25 dataset: C10H19CdNO4S2 as an isolated structure at a distorted geometry (ωB97M-V with the def2-TZVPD basis set).

Output
**E_tot**: -1712.1571 Eh
**Maximum force**: 2.517 eV/Å
**HOMO level (spin up / spin down)**: -0.1492 / -0.1322 Eh
**Lowest unoccupied orbital energy (spin up / spin down)**: 0.242 / 0.460 eV

Geometry as XYZ:
```
37
Properties=species:S:1:pos:R:3:lowdin_charge:R:1
Cd -0.9257 -0.0099 0.0336 0.9810
S -0.4557 -2.5812 -0.2510 0.6886
S -0.5111 2.5859 -0.1351 0.6907
C 0.7809 -3.2695 0.8862 -0.4038
C 0.5199 -2.4452 -1.7945 -0.4727
C 1.2800 -1.1426 -2.0049 -0.2979
N 0.4022 0.0358 -1.8803 -0.1945
C 1.1712 1.2876 -2.0248 -0.2969
C 0.3028 2.5126 -1.7736 -0.4747
H -0.2035 -2.6097 -2.6077 0.0761
H 1.2170 -3.2904 -1.7867 0.0781
H 1.7200 -1.1587 -3.0177 0.1219
H 2.1023 -1.0538 -1.2780 0.1155
H 1.5712 1.3490 -3.0530 0.1227
H 2.0247 1.2699 -1.3291 0.1135
H -0.5114 2.5737 -2.5112 0.0771
H 0.9038 3.4254 -1.8537 0.0773
C 0.8446 3.2408 0.8823 -0.3995
H -0.2743 -0.0001 -2.6572 0.1208
H 1.7917 2.7114 0.7318 0.0316
H 0.5283 3.1524 1.9266 0.0303
H 0.9593 4.3030 0.6267 0.0353
H 0.3920 -3.1399 1.9012 0.0285
H 1.7586 -2.7849 0.7931 0.0334
H 0.8647 -4.3417 0.6622 0.0339
C -3.1690 -0.0567 0.3368 -0.3738
C -2.9758 -0.0704 -1.0443 -0.3760
H -3.4336 0.8706 0.8559 0.0186
H -3.4121 -0.9784 0.8768 0.0188
H -3.0758 0.8424 -1.6400 0.0093
H -3.0535 -1.0000 -1.6175 0.0093
O -1.4168 -0.1035 5.5731 0.1740
C -1.6366 -0.0544 4.4188 -0.4078
O -1.8674 -0.0051 3.2669 0.1291
C 1.9430 -0.0214 3.4950 -0.4222
O 2.1730 -0.0294 4.6429 0.1840
O 1.6710 -0.0139 2.3504 0.1203
```

---

Entry 6:
Entry from the OMol25 dataset: a 5-piece molecular cluster, C31H23F3N2O17 overall at a distorted geometry (ωB97M-V with the def2-TZVPD basis set).

Output
**E_tot**: -2883.2674 Eh
**Maximum force**: 1.653 eV/Å
**Structure (SMILES)**: C[C@H](C#N)[C@H](C#N)COC(F)(F)F.O=C1C=C(O)C(=O)C=C1O.O=C1C=C(O)C(=O)C=C1O.O=C1C=C(O)C(=O)C=C1O.O=C1C=C(O)C(=O)C=C1O
**HOMO level**: -0.3553 Eh
**Lowest unoccupied orbital energy**: -1.787 eV

Geometry as XYZ:
```
76
Properties=species:S:1:pos:R:3:lowdin_charge:R:1
C 2.1858 -1.4858 -2.6902 -0.0365
C 1.3820 -0.1403 -2.8271 -0.2833
C 1.7914 0.7394 -1.7132 -0.1828
N 2.1612 1.4936 -0.9299 0.1910
C -0.1233 -0.4660 -2.8166 -0.2230
C -0.4075 -1.1112 -4.1393 -0.1905
N -0.5771 -1.4653 -5.2176 0.1845
C -1.0518 0.7683 -2.6742 -0.0986
O -2.0863 0.5737 -1.7093 0.0746
C -3.1754 -0.0388 -2.1939 -0.7566
F -4.0743 -0.0832 -1.2146 0.1737
F -3.7309 0.5995 -3.2112 0.1835
F -2.9446 -1.2899 -2.5738 0.1853
H 3.1003 -1.3054 -2.1276 0.0810
H 2.3984 -1.8935 -3.6768 0.0879
H 1.5682 -2.1915 -2.1365 0.0643
H 1.6632 0.2654 -3.7985 0.1526
H -0.3727 -1.2138 -2.0621 0.1527
H -0.4961 1.6476 -2.3489 0.1340
H -1.4431 1.0218 -3.6620 0.1386
O -6.8072 2.9991 -2.4759 0.1121
C -7.5598 2.1393 -2.0590 -0.3087
C -7.1684 0.7479 -1.8788 0.0795
C -8.0577 -0.1445 -1.4296 -0.2301
O -7.7534 -1.4299 -1.2442 0.1156
C -9.4684 0.2423 -1.1024 -0.3150
O -10.2308 -0.6226 -0.7153 0.1096
C -9.8544 1.6388 -1.2616 0.0751
C -8.9637 2.5315 -1.7076 -0.2364
O -9.2604 3.8215 -1.8708 0.1122
H -6.1522 0.4804 -2.1192 0.1082
H -8.5699 -1.8515 -0.9192 0.1178
H -10.8692 1.9101 -1.0076 0.1357
H -8.4456 4.2406 -2.2036 0.1178
O 1.6405 -4.6806 -2.3657 0.0932
C 1.8598 -5.4174 -1.4216 -0.3122
C 0.8114 -6.0984 -0.6754 0.0769
C 1.1302 -6.8791 0.3642 -0.2356
O 0.2135 -7.5268 1.0803 0.1188
C 2.5527 -7.0774 0.7967 -0.3147
O 2.7700 -7.7853 1.7599 0.1171
C 3.6031 -6.4120 0.0354 0.0779
C 3.2836 -5.6352 -1.0057 -0.2361
O 4.2023 -5.0040 -1.7383 0.1140
H -0.2102 -5.9466 -0.9943 0.1370
H 0.7060 -8.0127 1.7678 0.1211
H 4.6257 -6.5740 0.3453 0.1379
H 3.7080 -4.5145 -2.4209 0.1139
O 4.6199 -0.1806 5.6221 0.1148
C 4.1744 -0.4872 4.5330 -0.3103
C 3.6477 -1.8123 4.2256 0.0791
C 3.1880 -2.0790 2.9988 -0.2328
O 2.6929 -3.2717 2.6599 0.1062
C 3.1984 -1.0481 1.9105 -0.3026
O 2.7808 -1.3616 0.8113 0.0934
C 3.7031 0.2814 2.2219 0.0819
C 4.1598 0.5475 3.4499 -0.2249
O 4.6304 1.7497 3.7883 0.0884
H 3.6474 -2.5477 5.0176 0.1367
H 2.4371 -3.1927 1.7230 0.1069
H 3.6864 1.0232 1.4345 0.1156
H 4.8992 1.6762 4.7239 0.1229
O 3.0603 3.5935 2.3943 0.1084
C 2.9795 4.8049 2.3977 -0.3028
C 2.4867 5.5886 1.2718 0.0813
C 2.4452 6.9229 1.3570 -0.2364
O 2.0023 7.6928 0.3611 0.1105
C 2.8979 7.6513 2.5875 -0.3163
O 2.8495 8.8666 2.5901 0.1078
C 3.3704 6.8647 3.7201 0.0763
C 3.4084 5.5304 3.6340 -0.2320
O 3.8287 4.7500 4.6293 0.1132
H 2.1653 5.0515 0.3901 0.1347
H 2.0807 8.6104 0.6806 0.1172
H 3.6800 7.3983 4.6075 0.1353
H 3.7552 3.8363 4.2891 0.0927
```

---

Entry 7:
Entry from the OMol25 dataset: C2H2F2S2 in the gas phase at a distorted geometry (ωB97M-V with the def2-TZVPD basis set).

Output
**E_tot**: -1073.4805 Eh
**Maximum force**: 3.217 eV/Å
**Structure (SMILES)**: FC(F)C(=S)S
**HOMO level**: -0.3480 Eh
**Energy relative to the best compared isomer or geometry (same formula, charge and spin)**: 34.4 kJ/mol
**Lowest unoccupied orbital energy**: -0.849 eV

Geometry as XYZ:
```
8
Properties=species:S:1:pos:R:3:lowdin_charge:R:1
F 1.6518 0.6076 -0.8037 -0.0095
C 0.9861 -0.4642 -0.1639 -0.3782
F 1.5710 -0.6669 1.0944 0.0126
C -0.5154 -0.0809 0.0676 -1.1188
S -1.6870 -1.1019 -0.0860 0.7477
S -0.8572 1.6909 0.2957 0.7525
H 1.0104 -1.4223 -0.7151 0.1406
H -2.1597 1.4377 0.3109 -0.1468
```